No. 1
DFT (wB97M-V/def2-TZVPD) results for a structure of composition C24H21AuF5O3P.

Last column: Mulliken charge in e.
Positions of all 55 atoms, in Å:
Au: 0.01 -2.32 -0.02  0.2480
P: 0.55 0.18 0.23  1.2191
F: -0.15 -4.62 -1.89  -0.3010
F: -0.02 -5.31 1.54  -0.2478
F: 1.62 -4.81 -0.61  -0.2964
F: -0.24 -6.65 -0.14  -0.3078
F: -1.76 -5.16 0.25  -0.2253
O: -1.92 -0.89 -0.24  -0.5606
O: 1.30 -1.35 2.10  -0.5269
O: 0.60 -1.42 4.27  -0.8231
C: -3.02 -1.03 -1.04  0.6792
C: -1.93 2.75 -2.79  -0.4335
C: -1.05 1.76 -3.20  -0.7405
C: -0.30 1.05 -2.28  -0.7278
C: -1.34 2.25 -0.50  -0.6094
C: -3.29 -2.50 -1.40  -1.4366
C: 4.67 0.04 -0.11  -0.6730
C: -4.27 -0.43 -0.38  -1.5618
C: 3.35 -0.20 0.23  -0.5242
C: 0.88 -0.87 3.19  -0.0487
C: 0.78 2.63 1.70  -0.2903
C: 0.87 2.82 4.10  -0.4871
C: 0.74 0.65 3.06  0.3355
C: 2.31 0.58 -0.30  0.6243
C: 0.68 1.23 1.79  0.2276
C: 3.99 1.82 -1.55  -0.7153
C: 5.01 1.04 -1.01  -0.3912
C: -0.43 -5.36 0.27  0.4425
C: -0.40 1.30 -0.91  0.6952
C: 2.66 1.59 -1.19  -0.1161
C: 0.80 1.44 4.20  -0.4172
C: 0.31 -4.34 -0.59  0.0604
C: -2.08 2.97 -1.42  -0.7100
C: 0.87 3.41 2.84  -0.7636
H: -5.13 -0.44 -1.06  0.4069
H: 0.83 0.94 5.16  0.4743
H: 0.36 0.26 -2.61  0.4206
H: 0.96 4.49 2.75  0.3782
H: 0.94 3.44 4.99  0.3547
H: -4.06 0.60 -0.08  0.3235
H: -4.52 -1.01 0.52  0.3142
H: -2.87 -0.49 -2.01  -0.0673
H: -4.20 -2.61 -2.01  0.4470
H: 1.90 2.23 -1.62  0.3235
H: -2.51 3.31 -3.51  0.3488
H: 3.09 -1.01 0.91  0.4588
H: 6.04 1.23 -1.27  0.3441
H: -3.41 -3.07 -0.47  0.2189
H: 5.45 -0.58 0.33  0.3800
H: 4.23 2.60 -2.26  0.3710
H: -1.52 2.41 0.56  0.5406
H: -0.95 1.53 -4.26  0.3442
H: -2.80 3.71 -1.08  0.3562
H: 0.82 3.11 0.73  0.4003
H: -2.44 -2.92 -1.93  0.2646

Summary:
Lowest unoccupied orbital energy ... 4.767 eV
Maximum force ... 0.915 eV/Å
Gap between HOMO and LUMO ... 5.82 eV
Charge ... -2

=====

No. 2
DFT (wB97M-V/def2-TZVPD) results for a structure of composition C2H3ClO2S.

Last column: Mulliken charge in e.
Positions of all 9 atoms, in Å:
Cl: -1.76 -0.04 -2.26  -0.3004
S: -0.98 0.59 -0.24  0.3070
O: -2.27 0.02 0.48  -0.3885
O: 2.53 -0.97 -0.43  -0.4259
C: 0.29 -0.46 0.06  -0.1521
C: 1.76 -0.05 -0.46  0.0186
H: 0.27 -1.52 0.47  0.3347
H: 2.27 1.09 -0.96  0.2391
H: -2.13 -0.77 1.06  0.3675

Summary:
Lowest unoccupied orbital energy ... -0.782 eV
Maximum force ... 4.040 eV/Å
ΔE to the lowest compared entry with this formula, charge and spin ... 296.7 kJ/mol
Gap between HOMO and LUMO ... 8.39 eV

=====

No. 3
DFT (wB97M-V/def2-TZVPD) results for a structure of composition C29H24ClEuN7S2.

Last column: Mulliken charge in e.
Positions of all 64 atoms, in Å:
Eu: 0.79 -0.57 -0.50  0.6170
Cl: 3.74 -0.38 -0.75  -0.2686
S: 0.94 -3.28 -1.07  -0.4721
S: -1.45 -1.71 -1.89  -0.3871
N: -0.63 -1.43 1.51  0.0588
N: -1.17 0.79 0.05  -0.1769
N: -4.13 -4.27 -1.51  -0.6885
N: 1.29 -0.20 -2.90  -0.3008
N: -0.68 -6.68 -0.64  -0.6734
N: 0.01 0.05 -4.99  0.0657
N: 0.93 2.00 -1.07  -0.3312
C: 0.67 -0.08 -3.86  0.3489
C: -1.83 -0.82 1.68  0.1007
C: -1.57 -4.35 -1.25  0.2767
C: -1.77 3.44 -3.17  -0.4967
C: -2.09 0.79 -6.91  -0.7390
C: -0.63 1.27 -6.99  -0.9915
C: -1.44 1.61 -1.02  -0.1387
C: -2.33 -0.06 -5.65  -0.1010
C: -0.36 -2.53 2.19  -0.0243
C: -1.09 -0.88 -5.31  -0.4737
C: 0.66 4.00 -3.01  -0.9392
C: 2.00 2.69 -1.51  -0.4525
C: -4.24 0.53 2.11  -0.6448
C: -1.06 -5.62 -0.91  -0.1709
C: 2.83 -0.42 0.87  -0.8651
C: -4.01 -0.64 2.80  -1.1004
C: -2.98 -4.28 -1.42  0.0728
C: -2.46 -2.49 3.31  -0.6121
C: -2.79 -1.32 2.60  1.3753
C: 1.90 3.71 -2.45  -0.6622
C: -2.12 0.36 0.91  0.1878
C: -1.25 -3.10 3.11  -1.0038
C: -2.67 1.76 -1.68  -0.2308
C: -0.76 -3.22 -1.39  0.8783
C: 0.01 1.38 -5.62  0.0984
C: -2.82 2.66 -2.73  -1.0987
C: -3.31 1.03 1.20  -0.8561
C: -0.31 2.31 -1.56  0.2207
C: -0.49 3.28 -2.59  1.3130
H: -3.50 1.13 -1.39  0.5762
H: -2.56 0.57 -4.79  -0.1630
H: -4.75 -1.05 3.48  0.3181
H: 3.33 -1.25 1.40  0.2561
H: -0.57 2.25 -7.48  0.4116
H: 2.80 4.25 -2.74  0.3298
H: -1.90 4.18 -3.95  0.3294
H: -3.18 -0.73 -5.80  0.5237
H: -0.04 0.58 -7.60  0.3381
H: 0.60 -2.99 1.99  0.4036
H: -0.54 2.09 -5.00  -0.2598
H: 0.55 4.77 -3.77  0.3328
H: -5.16 1.08 2.28  0.3513
H: -0.80 -1.51 -6.15  0.2371
H: -2.33 0.21 -7.80  0.3266
H: 1.04 1.72 -5.69  0.5134
H: -1.28 -1.51 -4.45  0.0623
H: -3.52 1.97 0.69  0.5439
H: -3.18 -2.90 4.02  0.3795
H: -3.80 2.74 -3.21  0.2818
H: 2.96 2.40 -1.11  0.2691
H: -0.98 -4.00 3.63  0.3561
H: -2.77 1.65 -6.89  0.3196
H: 3.18 0.49 1.36  0.2487

Summary:
Lowest unoccupied orbital energy (spin up / spin down) ... 4.385 / 4.381 eV
Maximum force ... 1.471 eV/Å
⟨S²⟩ ... 15.783
2S+1 ... 8
Gap between HOMO and LUMO (spin up / spin down) ... 3.71 / 5.64 eV
Charge ... -2

=====

No. 4
DFT (wB97M-V/def2-TZVPD) results for a structure of composition C40H38N3O7PS5V.

Last column: Mulliken charge in e.
Positions of all 95 atoms, in Å:
V: -1.16 1.41 -0.85  -0.7146
S: -4.03 -0.69 -4.82  -0.1330
S: -7.46 2.87 -1.74  -0.2853
S: -6.24 0.88 -3.59  -0.1892
S: -4.51 2.63 -2.10  0.1489
S: -1.98 1.40 -3.21  -0.5944
P: 1.82 -1.58 0.65  1.4212
O: 1.63 6.75 3.52  -0.6464
O: -1.52 3.26 -0.54  0.1814
O: -2.79 5.33 -1.63  -0.5810
O: 0.12 8.18 2.91  -0.6581
O: 1.64 2.31 1.98  -0.5466
O: 0.28 1.51 0.45  0.3753
O: -2.85 7.15 -0.50  -0.6853
N: -2.44 6.03 -0.70  1.0556
N: 0.65 7.08 2.86  1.0700
N: -0.93 -0.76 -1.23  1.1281
C: 2.16 -4.26 0.02  -2.0882
C: -1.00 4.15 0.22  0.7331
C: 3.05 -0.23 0.82  0.3786
C: 0.80 -0.48 -2.83  -0.2372
C: 0.60 4.78 1.97  0.0401
C: -0.14 -1.30 -2.18  -0.0959
C: -0.93 6.46 1.10  -0.3493
C: 0.58 -3.17 -3.57  -0.9752
C: 4.76 1.08 1.92  -0.7066
C: 1.47 -2.35 -4.21  -0.8833
C: 3.15 0.62 -0.27  -0.6421
C: 1.18 -1.98 2.40  2.1220
C: 1.58 -1.00 -3.84  -0.8512
C: -4.19 0.61 2.20  -0.9133
C: -3.51 -1.48 1.26  -0.4868
C: 3.35 -2.60 -1.36  -2.8999
C: 4.05 1.68 -0.28  -0.5689
C: 2.08 -2.75 3.37  -1.9582
C: -4.24 -2.04 -3.63  -0.2780
C: -6.14 2.16 -2.43  0.0124
C: 0.71 2.46 1.20  0.2058
C: -4.53 0.64 -3.80  0.2665
C: 4.26 -3.19 0.87  -1.7570
C: -1.18 -3.45 -1.83  -1.2511
C: -0.10 -2.79 2.20  -2.3057
C: -2.67 -0.79 0.38  0.2408
C: -1.45 5.51 0.23  -0.9635
C: 3.88 0.01 1.92  -0.1461
C: 0.09 6.08 1.97  -0.8737
C: -3.35 1.28 1.33  -0.3067
C: 0.76 -0.65 3.02  -1.8071
C: 2.97 -2.97 0.08  2.4520
C: -4.27 -0.78 2.17  -1.0150
C: -1.95 -2.89 -0.87  -0.4596
C: -1.81 -1.50 -0.59  1.2984
C: 4.85 1.91 0.82  -0.9054
C: -0.24 -2.66 -2.54  1.1955
C: -3.71 1.46 -3.11  0.0658
C: -2.58 0.61 0.40  0.6201
C: 0.06 3.82 1.12  -0.2255
H: 1.59 0.02 3.21  0.3260
H: 5.37 1.26 2.79  0.4638
H: 2.08 -2.74 -5.01  0.4029
H: 2.47 -2.46 -1.98  0.9468
H: -2.67 -3.47 -0.33  0.3317
H: 0.24 -0.85 3.96  0.6090
H: 4.88 -3.91 0.33  0.5396
H: 1.21 -4.11 -0.48  0.2844
H: 3.94 -3.40 -1.79  0.6544
H: -3.56 -2.56 1.25  0.3494
H: -5.28 -2.14 -3.32  0.4381
H: 4.83 -2.27 0.97  0.2841
H: 2.50 0.47 -1.12  0.0158
H: -1.31 7.48 1.08  0.6418
H: 3.04 -2.29 3.54  0.2284
H: 2.29 -0.36 -4.34  0.4597
H: 3.94 -1.68 -1.40  0.2513
H: 0.07 -0.12 2.36  0.1301
H: -3.30 2.36 1.39  0.4037
H: 4.10 2.32 -1.14  0.4429
H: -0.81 -2.26 1.58  0.4466
H: -1.28 -4.50 -2.08  0.4855
H: 1.57 -2.82 4.33  0.5155
H: 0.89 0.56 -2.55  0.2685
H: -3.60 -1.87 -2.75  -0.1806
H: 5.54 2.75 0.83  0.3835
H: 2.72 -5.01 -0.53  0.5228
H: 1.96 -4.66 1.01  0.3082
H: 2.25 -3.77 3.03  0.3810
H: -3.92 -2.94 -4.13  0.3260
H: -4.77 1.16 2.92  0.4501
H: 4.08 -3.59 1.86  0.2695
H: 0.49 -4.21 -3.83  0.4715
H: -0.57 -2.95 3.17  0.6295
H: 0.08 -3.77 1.76  0.2093
H: 3.83 -0.62 2.79  0.0435
H: -4.92 -1.30 2.85  0.4168
H: 1.41 4.49 2.62  0.8217

Summary:
Lowest unoccupied orbital energy (spin up / spin down) ... 1.442 / 1.331 eV
Maximum force ... 1.147 eV/Å
⟨S²⟩ ... 2.017
2S+1 ... 3
ΔE to the lowest compared entry with this formula, charge and spin ... 40.2 kJ/mol
Gap between HOMO and LUMO (spin up / spin down) ... 6.67 / 6.56 eV
Charge ... -1

=====

No. 5
DFT (wB97M-V/def2-TZVPD) results for a cluster of 2 separate species, CH4N2O2 in total.

Last column: Mulliken charge in e.
Positions of all 9 atoms, in Å:
O: -1.46 1.79 -1.19  -0.6114
O: -1.55 0.29 1.05  -0.5682
N: -0.59 0.97 -0.87  0.2807
N: -0.66 0.26 0.20  0.3343
C: 0.92 -0.97 0.55  -0.5406
H: 0.54 -1.91 0.35  0.2832
H: 1.04 -0.86 1.56  0.2653
H: 1.72 -0.41 -0.01  0.2997
H: 0.05 0.84 -1.66  0.2569

Summary:
Lowest unoccupied orbital energy (spin up / spin down) ... -0.371 / -0.371 eV
Maximum force ... 5.297 eV/Å
ΔE to the lowest compared entry with this formula, charge and spin ... 631.0 kJ/mol
Gap between HOMO and LUMO (spin up / spin down) ... 8.01 / 8.01 eV

=====

No. 6
DFT (wB97M-V/def2-TZVPD) results for an isolated molecule of C4H5NO.

Last column: Mulliken charge in e.
Positions of all 11 atoms, in Å:
O: 0.62 -0.64 -1.68  -0.4555
N: 1.01 0.48 1.01  0.0076
C: 2.01 1.20 1.08  -0.3180
C: -1.08 0.05 -0.12  -0.4949
C: -0.11 -0.13 1.02  -0.2871
C: -0.55 -0.63 -1.39  0.0683
H: -0.28 -0.89 1.78  0.3861
H: -2.09 -0.29 0.13  0.2999
H: -1.16 1.12 -0.38  0.2383
H: 2.92 0.83 0.58  0.2213
H: -1.30 -1.11 -2.05  0.3341

Summary:
Lowest unoccupied orbital energy ... 0.750 eV
Maximum force ... 0.720 eV/Å
ΔE to the lowest compared entry with this formula, charge and spin ... 294.8 kJ/mol
Gap between HOMO and LUMO ... 8.81 eV

=====

No. 7
DFT (wB97M-V/def2-TZVPD) results for a structure of composition C25H44ClGaO11PS.

Last column: Mulliken charge in e.
Positions of all 84 atoms, in Å:
Ga: 2.06 1.09 0.82  0.1012
Cl: 2.70 -0.81 1.95  -0.5050
S: 3.59 2.24 -2.26  -0.5163
P: 2.65 0.68 -1.46  0.1829
O: 1.08 2.60 -7.09  -0.5814
O: 0.47 4.48 2.56  -0.2340
O: -0.34 -6.85 1.41  -0.6292
O: 2.89 3.69 -7.84  -0.3811
O: -1.24 3.41 -2.75  -0.3693
O: 2.70 4.66 2.43  -0.5262
O: 0.90 -11.66 5.14  -0.5870
O: 0.90 -5.05 0.96  -0.3578
O: -4.04 1.13 -0.68  -0.2815
O: -4.35 0.08 1.28  -0.6023
O: 1.67 -10.22 3.62  -0.3805
C: 0.78 -11.12 4.08  0.4692
C: 0.10 -5.21 3.16  -0.4438
C: -0.57 1.85 -0.29  0.4545
C: -0.59 3.39 -0.40  0.1364
C: 0.24 -10.69 1.81  -0.5533
C: 0.11 5.14 4.79  -0.5480
C: 3.26 5.18 -6.05  -0.6345
C: -0.79 2.46 -3.69  -0.5839
C: -4.75 2.10 -1.47  -0.3424
C: 3.90 4.54 -7.27  -0.4207
C: -6.21 1.95 -1.06  -0.5190
C: 0.16 -5.82 1.77  0.5524
C: 1.52 5.56 4.36  -0.4739
C: 2.31 4.07 -5.59  0.0805
C: 1.45 -3.93 1.70  -0.2773
C: -6.09 1.53 0.40  -0.3904
C: 0.54 -3.77 2.90  -0.3585
C: -0.57 4.93 3.44  -0.4477
C: -0.26 3.85 -1.81  -0.4642
C: 1.98 3.36 -6.88  0.4691
C: 1.21 -9.66 2.36  -0.0959
C: 1.68 4.86 3.02  0.4033
C: -0.35 -11.29 3.08  -0.3825
C: 0.05 1.31 1.00  -0.6765
C: -4.76 0.80 0.43  0.4744
H: 0.79 -5.75 3.80  0.2574
H: -0.82 1.44 -3.30  0.2388
H: -0.24 1.88 1.87  0.2379
H: 2.48 -4.18 1.98  0.2144
H: -1.35 4.17 3.47  0.3160
H: 2.07 -9.49 1.72  0.3718
H: 0.73 -8.71 2.56  -0.0246
H: -1.21 -10.72 3.44  0.2482
H: 0.79 -11.46 1.26  0.2669
H: 1.41 4.47 -5.12  0.2535
H: 2.69 6.06 -6.34  0.2781
H: -0.31 4.94 -1.82  0.3362
H: -0.61 -12.34 2.98  0.3013
H: -6.89 0.86 0.72  0.3058
H: 3.38 -0.52 -1.62  0.0614
H: 4.77 3.92 -7.01  0.2495
H: -0.36 0.31 1.16  0.5385
H: -1.59 1.51 -0.44  -0.2603
H: -6.04 2.38 1.07  0.2498
H: -0.32 -3.16 2.63  0.1941
H: -0.01 1.46 -1.14  -0.4923
H: 1.60 6.64 4.20  0.2552
H: 1.04 -3.30 3.75  0.3457
H: 0.75 3.51 -2.06  0.1991
H: -4.58 1.89 -2.52  0.3231
H: -1.62 3.72 -0.24  0.2376
H: -0.91 -5.28 3.56  0.3411
H: 0.07 3.86 0.32  -0.0608
H: -0.40 5.86 5.42  0.3465
H: 1.51 0.44 -2.26  -0.0471
H: -1.48 2.49 -4.53  0.2882
H: 2.82 2.36 1.36  -0.1270
H: 2.81 3.37 -4.91  -0.0184
H: -0.49 -10.25 1.13  0.3287
H: 0.23 2.65 -4.03  0.2111
H: 3.99 5.48 -5.29  0.3400
H: 2.29 5.23 5.06  0.2953
H: 0.16 4.19 5.33  0.2699
H: -4.35 3.09 -1.24  0.1788
H: -6.80 2.86 -1.22  0.3330
H: 4.21 5.27 -8.02  0.3355
H: -0.99 5.85 3.04  0.2711
H: -6.68 1.15 -1.64  0.2602
H: 1.47 -3.05 1.07  0.1903

Summary:
Lowest unoccupied orbital energy ... 2.228 eV
Maximum force ... 1.112 eV/Å
Gap between HOMO and LUMO ... 6.88 eV
Charge ... -1

=====

No. 8
DFT (wB97M-V/def2-TZVPD) results for a structure of composition C24H20Cl3I2N3O4SSn.

Last column: Mulliken charge in e.
Positions of all 58 atoms, in Å:
I: 12.78 5.22 10.91  0.0976
I: 15.15 3.79 11.18  0.0020
Sn: 12.15 8.99 11.36  0.8991
Cl: 8.28 12.85 6.17  -0.0828
Cl: 12.25 10.18 8.45  -0.1557
Cl: 7.81 11.60 11.33  -0.1205
S: 14.73 9.95 13.34  1.0960
O: 11.24 9.32 13.79  -0.2014
O: 15.94 10.40 12.69  -0.5979
O: 14.27 8.55 13.31  -0.6978
O: 10.37 10.20 10.91  -0.0443
N: 10.18 7.42 11.95  0.1445
N: 12.33 12.24 11.42  0.1609
N: 13.41 10.63 12.64  -0.1454
C: 8.12 6.54 11.12  -0.8362
C: 15.91 10.50 17.65  0.8439
C: 10.01 10.85 9.88  -0.3819
C: 16.47 11.35 16.68  -0.8015
C: 7.54 6.72 12.37  -0.3690
C: 10.15 11.44 7.49  -0.8416
C: 8.22 12.21 8.81  -0.8181
C: 16.06 11.29 15.34  -0.3681
C: 9.48 6.82 10.99  -0.2215
C: 12.96 14.55 11.68  -0.5452
C: 8.73 11.56 9.93  0.6297
C: 9.66 7.56 13.17  0.7869
C: 8.94 12.13 7.59  0.4659
C: 10.69 10.90 8.62  0.8329
C: 14.32 12.89 12.65  -0.4420
C: 14.33 9.71 16.02  -0.2577
C: 13.36 11.93 12.23  0.4838
C: 16.44 10.47 19.09  -1.3596
C: 14.06 14.23 12.42  -0.6478
C: 14.83 9.68 17.32  -0.9510
C: 8.32 7.25 13.41  -0.7831
C: 10.57 8.17 14.27  -0.7082
C: 12.19 13.54 11.10  -0.1729
C: 14.98 10.44 15.03  0.5163
H: 12.70 15.64 11.50  0.3561
H: 7.31 12.75 8.89  0.5215
H: 13.51 9.05 15.74  0.2972
H: 9.96 8.34 15.20  0.3495
H: 17.39 9.95 19.15  0.3252
H: 6.48 6.46 12.50  0.4083
H: 10.06 6.70 10.03  0.4647
H: 7.46 6.32 10.24  0.3604
H: 10.66 10.12 13.80  0.2165
H: 14.42 8.93 17.99  0.3355
H: 11.52 13.76 10.23  0.3553
H: 7.92 7.41 14.38  0.4588
H: 10.66 11.40 6.52  0.4692
H: 16.57 11.49 19.35  0.4070
H: 15.23 12.55 13.13  0.4338
H: 17.30 12.01 17.05  0.3280
H: 14.75 14.97 12.83  0.4722
H: 16.65 11.85 14.57  0.4203
H: 11.37 7.35 14.44  0.2600
H: 15.72 9.90 19.70  0.3526

Summary:
Lowest unoccupied orbital energy (spin up / spin down) ... -10.374 / -10.375 eV
Maximum force ... 2.791 eV/Å
ΔE to the lowest compared entry with this formula, charge and spin ... 136.7 kJ/mol
Gap between HOMO and LUMO (spin up / spin down) ... 2.88 / 2.88 eV
Charge ... +2

=====

No. 9
DFT (wB97M-V/def2-TZVPD) results for an isolated molecule of C12H28FNSi.

Last column: Mulliken charge in e.
Positions of all 43 atoms, in Å:
Si: 0.48 -0.62 1.14  -0.6348
F: 0.66 -2.32 3.20  -0.3729
N: -0.40 0.40 2.25  -0.1913
C: 0.15 1.72 2.61  -0.9134
C: -0.34 -0.52 -0.55  -0.0894
C: 0.37 -2.40 1.82  0.3991
C: -1.56 -0.68 -3.29  -1.5262
C: -0.13 -1.16 -3.03  0.4730
C: 2.28 -0.12 0.93  -1.0919
C: -2.39 2.36 0.88  -0.8171
C: 0.07 -1.59 -1.57  -1.0359
C: 1.30 -3.42 1.18  -1.2111
C: -1.24 3.33 1.11  -0.6158
C: 0.12 2.71 1.45  -0.2162
C: 0.92 -0.10 -3.43  -1.4221
H: 1.13 -1.84 -1.45  0.2734
H: 1.95 -2.99 0.41  0.2554
H: -1.66 0.39 -3.14  0.3211
H: -1.42 -0.50 -0.41  0.3907
H: -2.62 1.79 1.78  0.2749
H: 2.34 0.59 0.10  0.3412
H: 2.70 0.35 1.82  0.3911
H: -2.28 -1.16 -2.62  0.3186
H: 0.79 3.53 1.73  0.3750
H: 1.44 -0.37 -4.35  0.3494
H: -1.51 4.04 1.89  0.3180
H: 2.91 -0.97 0.68  0.4751
H: -0.07 0.47 -0.93  0.2760
H: 0.04 -2.04 -3.65  0.5882
H: 1.17 1.65 2.99  0.3150
H: -1.10 3.92 0.20  0.3182
H: -2.15 1.64 0.10  0.0135
H: -0.66 -2.77 1.76  0.3205
H: 1.95 -3.81 1.96  0.3504
H: 0.47 0.88 -3.59  0.3360
H: 0.76 -4.25 0.74  0.2822
H: -0.53 -2.49 -1.40  0.3859
H: -1.87 -0.91 -4.31  0.3811
H: 0.56 2.27 0.55  0.1124
H: -0.61 -0.11 3.10  0.2816
H: 1.68 0.03 -2.66  0.2984
H: -3.28 2.90 0.58  0.4111
H: -0.45 2.14 3.42  0.5116

Summary:
Lowest unoccupied orbital energy ... 0.878 eV
Maximum force ... 0.549 eV/Å
Gap between HOMO and LUMO ... 9.71 eV
SMILES ... CCCCN[Si@](C)(CCC(C)C)[C@@H](C)F